Entry 1:
Below is a molecular structure, CH4IPS, with properties calculated with ωB97M-V/def2-TZVPD.

```
! wB97M-V def2-TZVPD RIJCOSX def2/J DEFGRID3
* xyz 0 1
C -0.108 -0.352 -0.308
P -1.147 1.211 0.038
S 1.532 0.441 -0.382
I 3.164 -1.279 0.002
H -0.164 -0.960 0.511
H -0.158 -0.834 -1.204
H -0.824 1.209 1.306
H -2.296 0.564 0.037
*
```

HOMO level in eV: -8.73

Entry 2:
Below is CH4IPS2 in the gas phase, with properties calculated with ωB97M-V/def2-TZVPD.

```
! wB97M-V def2-TZVPD RIJCOSX def2/J DEFGRID3
* xyz 0 1
C 1.519 -0.803 0.883
P -1.711 1.729 -0.864
S 0.512 -1.179 -0.592
S 0.176 0.647 -1.468
I -3.254 0.255 0.340
H 2.454 -1.409 1.038
H 0.787 -1.205 1.630
H 1.836 0.160 1.203
H -2.319 1.805 -2.169
*
```

HOMO level in eV: -8.50
Structure (SMILES): CSSPI

Entry 3:
Below is a gas-phase ion, CH4N (charge +1), with properties calculated with ωB97M-V/def2-TZVPD.

```
! wB97M-V def2-TZVPD RIJCOSX def2/J DEFGRID3
* xyz 1 1
C -0.513 0.261 0.249
N 0.622 -0.410 -0.133
H -1.303 0.055 -0.518
H -0.831 -0.167 1.195
H -0.361 1.360 0.345
H 1.002 -0.142 -1.070
*
```

HOMO level in eV: -19.05

Entry 4:
Below is CH4N2 in the gas phase, with properties calculated with ωB97M-V/def2-TZVPD.

```
! wB97M-V def2-TZVPD RIJCOSX def2/J DEFGRID3
* xyz 0 1
N -0.683 0.722 -0.771
C -0.217 -0.128 0.374
N 0.921 -0.600 0.454
H 0.096 1.156 -1.267
H -0.837 -0.044 -1.433
H -1.023 -0.012 1.105
H 1.346 -0.923 1.306
*
```

HOMO level in eV: -9.95
Structure (SMILES): [H]/N=C/N

Entry 5:
Below is a molecular structure, CH4N2O, with properties calculated with ωB97M-V/def2-TZVPD.

```
! wB97M-V def2-TZVPD RIJCOSX def2/J DEFGRID3
* xyz 0 3
C 0.794 -0.063 0.215
N 1.932 0.000 -0.214
N -1.631 -0.066 -0.079
O -0.125 0.854 -0.162
H 0.409 -0.702 0.965
H 2.451 -0.831 0.020
H -1.677 0.109 -1.052
H -2.153 0.699 0.308
*
```

HOMO level (alpha / beta) in eV: -7.28 / -10.15
⟨S²⟩: 2.03

Entry 6:
Below is CH4N2O2 in the gas phase, with properties calculated with ωB97M-V/def2-TZVPD.

```
! wB97M-V def2-TZVPD RIJCOSX def2/J DEFGRID3
* xyz 0 1
C 0.122 0.384 0.527
N -0.429 -1.969 -1.438
N -0.545 -1.113 0.343
O 0.386 -1.939 -0.212
O -1.401 -1.167 -0.743
H 1.219 0.306 0.284
H -0.534 1.169 0.083
H -0.140 0.569 1.540
H 0.152 -1.364 -2.099
*
```

HOMO level in eV: -8.60
Structure (SMILES): CN1ONO1

Entry 7:
Below is CH4N2O2 in the gas phase, with properties calculated with ωB97M-V/def2-TZVPD.

```
! wB97M-V def2-TZVPD RIJCOSX def2/J DEFGRID3
* xyz 0 1
C -0.174 0.554 -0.070
N -1.470 0.074 -0.142
N 0.669 -0.605 0.117
O 0.145 1.718 -0.172
O 2.003 -0.240 -0.179
H -1.736 -0.800 0.226
H -2.137 0.864 -0.070
H 0.284 -1.431 -0.392
H 2.415 -0.134 0.684
*
```

HOMO level in eV: -10.15
Structure (SMILES): NC(=O)NO

Entry 8:
Below is CH4N2O2 in the gas phase, with properties calculated with ωB97M-V/def2-TZVPD.

```
! wB97M-V def2-TZVPD RIJCOSX def2/J DEFGRID3
* xyz 0 1
C 0.015 0.744 -0.001
H 2.657 -0.307 0.685
H 0.195 -1.259 -0.289
H 0.477 1.684 -0.079
H -2.893 -0.447 -0.436
N 0.746 -0.402 0.175
N -1.355 0.709 0.066
O 2.134 -0.113 -0.159
O -1.976 -0.609 0.038
*
```

HOMO level in eV: -8.80
Structure (SMILES): O/N=C\NO

Entry 9:
Below is CH4N2O2 in the gas phase, with properties calculated with ωB97M-V/def2-TZVPD.

```
! wB97M-V def2-TZVPD RIJCOSX def2/J DEFGRID3
* xyz 0 3
C 0.682 -0.096 -0.436
N -1.751 -0.316 -0.516
N -2.719 -0.523 0.127
O -0.563 0.364 0.103
O 1.139 -1.221 0.182
H 0.595 -0.222 -1.511
H 0.988 -1.103 1.191
H 1.354 0.801 -0.228
H -2.627 -0.187 1.115
*
```

HOMO level (alpha / beta) in eV: -6.51 / -11.16
⟨S²⟩: 2.01

Entry 10:
Below is CH4N2O2S in the gas phase, with properties calculated with ωB97M-V/def2-TZVPD.

```
! wB97M-V def2-TZVPD RIJCOSX def2/J DEFGRID3
* xyz 0 1
C 0.023 0.694 -0.173
H 2.138 -1.297 -0.711
H 1.885 0.871 0.477
H -0.448 -1.215 0.091
H -2.799 0.505 0.907
N 1.399 0.300 -0.177
N -0.916 -0.342 -0.148
O 1.530 -1.083 0.019
O -0.242 1.848 -0.131
S -2.570 -0.281 -0.154
*
```

HOMO level in eV: -9.28
Structure (SMILES): O=C(NO)NS

Entry 11:
Below is 2 unconnected molecules or ions with the total composition CH4N2O2S, with properties calculated with ωB97M-V/def2-TZVPD.

```
! wB97M-V def2-TZVPD RIJCOSX def2/J DEFGRID3
* xyz 0 1
C 0.419 -0.489 0.921
N 0.611 -1.381 1.762
N -0.148 1.255 -0.970
O -1.876 -0.401 -0.551
O 0.336 -0.984 -1.587
S -0.448 -0.311 -0.588
H 0.898 0.979 1.076
H 1.132 -1.343 2.633
H -1.073 1.572 -0.787
H 0.150 1.104 -1.909
*
```

HOMO level in eV: -9.83

Entry 12:
Below is 2 unconnected molecules or ions with the total composition CH4N2O2S, with properties calculated with ωB97M-V/def2-TZVPD.

```
! wB97M-V def2-TZVPD RIJCOSX def2/J DEFGRID3
* xyz 0 1
C 0.482 -1.423 -0.080
N -2.072 1.815 0.190
N 1.494 -0.648 -0.507
O -2.147 0.675 -0.122
O 0.782 1.568 0.252
S 1.869 0.802 -0.323
H 0.930 -2.193 0.628
H -0.304 -0.849 0.326
H 0.175 -1.897 -0.936
H -1.209 2.151 0.572
*
```

HOMO level in eV: -8.86

Entry 13:
Below is 2 unconnected molecules or ions with the total composition CH4N2O2S, with properties calculated with ωB97M-V/def2-TZVPD.

```
! wB97M-V def2-TZVPD RIJCOSX def2/J DEFGRID3
* xyz 0 3
C -1.449 0.169 -0.915
N 0.945 1.464 -0.503
N -0.915 -0.639 -0.072
O 0.111 -1.394 -0.166
O 2.222 -0.127 1.302
S 1.736 0.283 -0.310
H -2.405 0.561 -0.581
H -0.894 0.261 -1.897
H -1.313 -0.727 0.954
H 1.963 0.150 2.188
*
```

HOMO level (alpha / beta) in eV: -6.05 / -9.53
⟨S²⟩: 2.02

Entry 14:
Below is 3 unconnected molecules or ions with the total composition CH4N2O3, with properties calculated with ωB97M-V/def2-TZVPD.

```
! wB97M-V def2-TZVPD RIJCOSX def2/J DEFGRID3
* xyz 0 1
C 1.156 2.145 0.030
N 1.894 1.674 -0.774
N -1.295 -0.573 -0.621
O 0.485 2.754 0.769
O -2.114 0.243 -0.108
O 0.052 -2.833 0.798
H 0.233 -3.024 -0.082
H 1.915 0.806 -1.203
H -1.785 0.923 0.510
H -0.540 -2.116 0.683
*
```

HOMO level (alpha / beta) in eV: -9.81 / -9.78

Entry 15:
Below is CH4N2O3 in the gas phase, with properties calculated with ωB97M-V/def2-TZVPD.

```
! wB97M-V def2-TZVPD RIJCOSX def2/J DEFGRID3
* xyz 0 1
C 0.305 0.421 -0.602
N -0.451 -0.815 -0.353
N 1.760 0.101 -0.021
O 1.917 -1.022 0.397
O 2.571 0.981 -0.121
O -0.188 1.496 0.047
H 0.591 0.587 -1.568
H -1.164 -0.864 -1.052
H 0.124 -1.713 -0.427
H -0.221 1.563 1.024
*
```

HOMO level in eV: -10.61
Structure (SMILES): N[C@@H](O)[N+](=O)[O-]

Entry 16:
Below is 2 unconnected molecules or ions with the total composition CH4N2O3, with properties calculated with ωB97M-V/def2-TZVPD.

```
! wB97M-V def2-TZVPD RIJCOSX def2/J DEFGRID3
* xyz 0 1
C -0.066 -0.257 -1.903
N -0.625 0.299 1.435
N 0.725 0.316 1.346
O 1.376 0.456 2.363
O 1.156 -0.326 -1.312
O -1.132 -0.252 -1.344
H -0.136 -0.337 -3.022
H -1.105 0.011 0.476
H -1.222 0.242 2.302
H 1.029 -0.152 -0.342
*
```

HOMO level in eV: -10.04
Structure (SMILES): NN=O.O=CO

Entry 17:
Below is 2 unconnected molecules or ions with the total composition CH4N2O3P, with properties calculated with ωB97M-V/def2-TZVPD.

```
! wB97M-V def2-TZVPD RIJCOSX def2/J DEFGRID3
* xyz -1 1
C -1.095 -1.445 0.065
N -0.294 2.882 0.119
N 0.744 2.719 -0.449
O 1.416 -1.247 -1.356
O 2.543 -0.549 0.863
O 0.011 -1.025 0.798
P 1.385 -0.520 -0.054
H -1.442 -2.398 0.479
H -0.822 -1.586 -0.984
H -1.898 -0.703 0.132
H -0.549 3.872 0.387
*
```

HOMO level (alpha / beta) in eV: -2.29 / -5.03

Entry 18:
Below is a gas-phase ion, CH4N2O3P (charge -1), with properties calculated with ωB97M-V/def2-TZVPD.

```
! wB97M-V def2-TZVPD RIJCOSX def2/J DEFGRID3
* xyz -1 1
C -0.975 0.052 -0.318
N -1.413 -1.040 0.333
N 1.365 1.319 0.576
O 1.464 0.070 -1.663
O -1.696 0.830 -0.893
O 1.126 -1.456 0.471
P 0.948 -0.138 -0.313
H -2.285 -1.609 0.211
H -0.596 -1.618 0.560
H 0.504 1.546 1.196
H 1.556 2.043 -0.159
*
```

HOMO level in eV: -4.54
Structure (SMILES): NC(=O)[P@](N)(=O)[O-]

Entry 19:
Below is 2 unconnected molecules or ions with the total composition CH4N2O3S, with properties calculated with ωB97M-V/def2-TZVPD.

```
! wB97M-V def2-TZVPD RIJCOSX def2/J DEFGRID3
* xyz 0 1
C 1.896 0.287 0.420
N 0.538 0.316 0.139
N 2.797 -0.386 -0.186
O -2.373 0.161 -1.355
O -2.662 0.518 1.042
O -2.396 -1.823 0.093
S -2.499 -0.401 -0.041
H 2.000 0.923 1.254
H 0.054 1.193 0.455
H 0.344 0.183 -0.972
H 2.300 -0.972 -0.848
*
```

HOMO level in eV: -9.98
Structure (SMILES): O=S(=O)=O.[H]/N=C\N

Entry 20:
Below is CH4N2OS in the gas phase, with properties calculated with ωB97M-V/def2-TZVPD.

```
! wB97M-V def2-TZVPD RIJCOSX def2/J DEFGRID3
* xyz 0 1
C -0.759 0.100 -0.137
N 0.936 0.783 -1.418
N 0.571 -0.064 -0.547
O -0.332 -0.496 2.302
S -0.505 0.907 1.565
H -1.123 -0.908 0.261
H -1.468 0.650 -0.610
H 1.981 0.636 -1.538
H 0.519 -0.544 2.779
*
```

HOMO level in eV: -8.78
Structure (SMILES): [H]/N=N/CSO

Energy relative to the best compared isomer or geometry (same formula, charge and spin) in kJ/mol, matching the order above: 180.0; 0.0; 440.0; 185.7; 219.1; 739.2; 81.8; 393.9; 237.1; 125.0; 344.0; 400.3; 349.3; 226.3; 128.3; 6.4; 415.5; 44.8; 176.7; 321.1